C48H126N8O19 | wB97M-V/def2-TZVPD

**Kohn-Sham gap (spin up / spin down)**: 7.81 / 2.82 eV
**Net charge**: +1
**HOMO level (spin up / spin down)**: -9.97 / -9.97 eV
**Spin multiplicity**: 2
**E**: -102620.7314 eV

```
201
Properties=species:S:1:pos:R:3:forces:R:3:mulliken_charge:R:1
O -1.354 1.113 -2.078 -0.4714 0.2143 -0.3128 -0.641
H -0.788 0.746 -2.757 0.0654 -0.2370 -0.5104 0.046
H -0.822 1.088 -1.283 0.0440 0.0115 0.7769 0.340
O -2.162 1.643 7.403 -0.7510 -0.4402 -0.2929 -0.553
H -1.633 2.440 7.365 0.2643 0.2555 0.2708 0.445
H -1.524 0.937 7.506 0.1385 -0.2594 0.1283 0.275
O 0.339 -0.413 -3.895 -0.0016 0.0892 0.1548 -0.532
H 0.273 -1.038 -4.617 -0.1850 -0.2024 -0.2383 0.282
H 1.278 -0.265 -3.791 0.3418 0.1799 0.0613 0.206
C 5.758 5.136 -10.838 -0.8961 -0.7535 -1.9259 -0.780
O 5.961 5.370 -9.518 -0.1318 -0.2703 2.1913 -0.290
C 6.338 4.182 -8.833 0.1643 -0.0960 0.9244 -0.858
C 6.260 4.324 -7.289 -0.1735 -0.8548 -2.2879 -0.326
N 7.423 4.966 -6.803 0.2883 -0.2398 1.4588 -0.402
C 7.412 5.044 -5.311 0.5115 -0.3350 -1.7735 -0.682
C 7.588 3.659 -4.610 -0.5434 0.5210 0.0315 -0.701
O 6.373 3.287 -3.942 -0.5329 0.9056 0.5043 -0.152
C 6.423 2.326 -2.882 1.2105 0.7774 -1.0195 -0.661
H 5.051 4.325 -11.012 -0.3307 -0.4249 0.2316 0.327
H 6.652 4.788 -11.354 0.3967 0.4568 -0.2517 0.308
H 5.256 5.976 -11.319 0.6094 0.3507 0.0520 0.279
H 7.336 3.899 -9.169 0.4556 0.1388 0.3158 0.374
H 5.769 3.276 -9.037 -0.9165 0.3289 -0.7445 0.414
H 6.205 3.290 -6.948 0.2234 -0.0624 0.3570 0.307
H 5.299 4.762 -7.019 -0.2287 0.4106 0.1009 0.294
H 7.464 5.896 -7.194 0.1350 0.1926 0.0911 0.250
H 6.490 5.548 -5.019 -0.0128 -0.0709 0.6762 0.341
H 8.294 5.665 -5.155 -0.1984 0.0627 0.7964 0.407
H 8.443 3.816 -3.953 -0.1490 -0.4284 0.6156 0.363
H 7.838 2.848 -5.294 0.2097 0.1874 -0.3785 0.455
H 6.657 1.389 -3.389 -0.1877 -0.5520 0.6697 0.329
H 5.518 2.332 -2.275 -0.3314 -0.0756 -0.6328 0.039
H 7.213 2.600 -2.183 0.3636 -0.1780 0.0302 0.360
C -0.728 -8.296 0.772 -0.9055 -0.2637 1.6106 -0.689
O 0.449 -8.205 1.579 -1.1188 0.4683 -1.9678 -0.289
C 1.529 -8.700 0.836 1.2933 -1.5752 2.5757 -0.417
C 2.731 -8.664 1.826 0.6974 -0.1513 -1.2061 -0.937
N 3.442 -7.385 1.777 -0.2920 -0.1198 -0.0654 -0.463
C 2.700 -6.427 2.559 -0.5411 1.8992 0.0637 -0.481
C 3.050 -4.939 2.225 0.2640 -1.6352 0.4249 -0.269
O 2.729 -4.721 0.863 -0.6535 0.2140 -0.0053 -0.235
C 2.831 -3.353 0.519 1.7913 -0.4823 0.1241 -0.486
H -0.860 -9.297 0.362 0.2598 -0.1390 -0.1868 0.407
H -0.880 -7.560 -0.017 0.5946 0.2252 -0.0282 0.104
H -1.527 -8.176 1.503 -0.2964 0.1503 -0.2206 0.258
H 1.714 -8.259 -0.144 0.0417 0.6272 0.0818 0.305
H 1.375 -9.765 0.664 -0.3585 -0.3022 -0.3504 0.485
H 3.405 -9.481 1.568 0.2920 0.0977 -0.3765 0.398
H 2.503 -8.898 2.866 -0.7592 0.1473 -0.1077 0.384
H 3.306 -7.087 0.822 0.5410 0.2760 -0.3020 0.297
H 2.766 -6.673 3.619 0.5249 0.3129 0.1689 0.428
H 1.624 -6.445 2.382 -0.2513 -0.2871 -0.2840 0.163
H 4.105 -4.728 2.403 0.2637 0.0647 -0.0503 0.434
H 2.463 -4.304 2.889 -0.2346 0.2614 0.0146 -0.049
H 2.672 -3.203 -0.549 -0.9645 -0.0419 0.2561 0.192
H 3.887 -3.090 0.582 0.4657 0.2519 0.3361 0.581
H 2.340 -2.706 1.246 -0.6463 0.1505 -0.3795 -0.039
C 0.335 3.964 8.601 0.2906 -0.5542 1.2616 -0.906
O -0.190 3.398 7.426 0.3919 0.3050 -0.9804 -0.432
C 0.193 4.052 6.237 -0.2289 -0.1113 -0.2447 -0.830
C -0.008 3.081 5.075 0.2291 0.6721 1.0769 0.388
N 0.418 3.582 3.794 -2.9300 0.8716 0.3759 0.418
C -0.123 4.893 3.320 1.5938 0.8473 0.1421 -0.984
C -1.443 4.731 2.564 0.8287 0.1291 -0.4370 -0.172
O -1.213 3.888 1.464 -0.5866 -0.2261 0.8042 -0.464
C -2.454 3.607 0.823 -0.7446 0.5219 -1.4400 -0.917
H -0.117 4.905 8.912 -0.0507 0.1464 -0.3905 0.321
H 1.423 4.032 8.573 0.0857 0.2821 -0.3149 0.344
H 0.135 3.234 9.385 -0.1838 0.0748 0.0271 0.315
H 1.230 4.384 6.274 0.1368 0.0647 0.1061 0.465
H -0.467 4.899 6.050 0.1435 0.3918 0.2375 0.270
H -1.079 2.997 4.886 -0.7845 -0.0651 -0.1734 -0.314
H 0.182 2.053 5.383 0.8575 -0.1397 -0.6763 0.540
H 0.012 2.998 3.078 0.7326 -1.5582 -0.8814 -0.115
H 0.624 5.301 2.640 0.0703 -0.4233 -0.6232 0.460
H -0.127 5.719 4.032 -0.3641 -0.6268 0.6796 0.466
H -1.666 5.723 2.172 -0.2826 0.3017 0.3039 0.512
H -2.251 4.372 3.203 -0.0660 -0.1187 0.0843 0.159
H -2.740 4.469 0.220 0.0506 0.3009 -0.0194 0.421
H -3.310 3.425 1.473 0.3846 -0.3246 0.5214 0.330
H -2.355 2.808 0.089 0.2589 -0.1892 0.3324 0.166
C -7.571 0.989 0.042 0.1269 -0.3301 -0.3661 -0.792
O -6.785 0.204 0.905 0.7916 -1.0067 0.5887 -0.302
C -6.201 -0.992 0.276 -0.0913 0.7131 1.9104 -0.610
C -5.290 -1.797 1.288 -1.0249 1.1788 -0.5279 0.783
N -5.954 -2.121 2.547 0.2650 -0.4570 0.0656 -0.440
C -5.051 -2.860 3.451 -0.1516 0.3074 -0.6871 0.432
C -5.402 -2.618 4.894 0.6174 0.7316 0.4973 -1.270
O -4.725 -1.433 5.445 -0.1640 -0.4430 -0.6779 0.073
C -5.425 -0.787 6.530 -0.1576 -1.1756 -1.2094 -0.861
H -6.900 1.528 -0.628 -0.2108 0.0452 -0.4763 0.287
H -8.194 1.724 0.552 0.3816 -0.1023 0.6039 0.254
H -8.288 0.362 -0.488 0.0832 -0.0820 -0.4544 0.304
H -5.590 -0.680 -0.571 -0.0794 -0.1292 -0.2184 0.314
H -7.040 -1.632 0.000 0.0751 -0.1161 -0.3378 0.488
H -4.373 -1.271 1.549 0.3401 0.3982 -0.4942 -0.777
H -4.995 -2.678 0.718 -0.0567 -0.3218 0.2752 0.307
H -6.142 -1.256 3.034 -0.2747 0.3702 -0.2474 0.285
H -4.008 -2.604 3.267 0.3762 0.2500 0.0961 -0.262
H -5.117 -3.926 3.238 -0.1993 -0.1511 0.0325 0.260
H -5.069 -3.504 5.433 -0.2073 0.0715 0.5173 0.511
H -6.484 -2.498 4.939 -0.1293 -0.0402 0.3592 0.550
H -4.777 -0.043 6.994 0.0393 -0.2423 -0.0328 0.114
H -5.744 -1.586 7.199 -0.0009 0.3407 0.5603 0.362
H -6.313 -0.317 6.106 -0.1662 0.2524 0.2238 0.343
C 3.629 -0.506 -1.764 0.0169 1.3231 -0.3403 -0.652
O 2.855 0.653 -1.350 0.7088 -0.8145 0.0234 -0.314
C 1.829 0.311 -0.448 -0.0858 -0.3746 0.3389 0.951
C 1.140 1.553 0.093 0.7190 0.5627 -1.0586 -0.725
N -0.212 1.386 0.510 -0.9774 -0.3102 -0.2359 1.083
C -0.384 0.454 1.585 -0.3649 -0.6321 -0.2043 -0.797
C -1.743 0.382 2.267 1.4431 0.1586 1.4420 -0.890
O -1.845 1.477 3.204 0.2340 0.1947 -0.0895 0.823
C -2.939 1.348 4.126 0.3353 0.4861 -0.8696 -1.175
H 4.493 -0.055 -2.253 -0.0840 -0.2500 -0.2715 0.120
H 3.070 -1.132 -2.459 -0.1572 0.0093 -0.1376 0.256
H 4.031 -1.166 -0.996 -0.3554 0.3100 0.6409 0.239
H 2.282 -0.189 0.408 -0.0642 -0.5728 0.0831 -0.114
H 1.126 -0.348 -0.958 -0.3534 -0.2290 0.0944 -0.298
H 1.106 2.263 -0.734 0.2744 0.2885 0.0168 0.351
H 1.786 1.937 0.883 0.2348 0.3722 0.3181 0.383
H -0.607 2.278 0.772 0.3501 -0.1794 -0.1209 -0.097
H 0.424 0.606 2.300 -0.0473 -0.0711 0.7984 0.257
H -0.233 -0.568 1.239 0.1819 -0.1528 -0.3757 -0.037
H -1.606 -0.512 2.876 -0.6459 -0.3896 -0.0247 -0.199
H -2.639 0.291 1.652 0.1398 0.1837 -0.2906 0.077
H -2.704 0.831 5.056 0.1105 -0.4404 -0.2710 0.273
H -3.749 0.899 3.551 -0.4076 -0.0081 0.5693 0.331
H -3.162 2.377 4.408 -0.4952 0.0485 0.0580 0.395
C -3.599 7.637 -5.853 0.9844 0.6403 0.1797 -0.796
O -2.607 6.610 -5.992 -2.1650 -0.7403 0.8585 -0.286
C -3.158 5.263 -5.828 2.7920 -0.0848 -0.2544 -0.625
C -1.901 4.350 -5.830 -0.8114 -0.0803 -0.0565 -0.656
N -1.081 4.259 -4.595 -0.3465 -0.5752 -0.9609 -0.315
C 0.063 3.365 -4.930 0.0737 0.9019 0.3158 -1.138
C 1.221 3.427 -3.927 -0.6827 -0.7084 -0.5957 0.456
O 1.832 4.672 -3.881 1.8622 1.1156 0.6325 -0.445
C 3.102 4.632 -3.113 -1.5646 -0.6266 -0.3982 -0.441
H -4.212 7.634 -4.952 -0.1512 -0.9164 0.1527 0.317
H -4.242 7.753 -6.726 0.0229 -0.2076 -0.1218 0.287
H -3.034 8.555 -5.692 0.1117 0.1351 -0.5078 0.268
H -3.714 4.923 -6.701 -0.3886 0.5095 -0.1086 0.351
H -3.717 5.060 -4.915 -0.1596 0.6370 0.1415 0.326
H -1.229 4.691 -6.617 -0.2043 0.1655 -0.5054 0.409
H -2.293 3.389 -6.163 0.3195 -0.4562 0.3880 0.434
H -0.683 5.187 -4.621 0.3655 0.3157 0.7490 0.255
H 0.391 3.650 -5.930 0.6751 0.1150 -0.1770 0.565
H -0.196 2.314 -5.060 -0.5810 -0.0145 0.4766 0.367
H 1.913 2.657 -4.270 0.4337 -0.1959 0.0402 0.318
H 0.869 3.134 -2.938 -0.1969 -0.0937 0.2709 -0.247
H 3.514 5.622 -2.917 -0.3890 0.0655 -0.4738 0.331
H 3.837 3.996 -3.606 0.0458 0.1255 -0.2766 0.205
H 2.883 4.168 -2.152 -0.0293 -0.0444 0.2577 0.094
C 0.012 -6.615 -3.004 -0.3203 0.1543 -1.2323 -0.810
O 0.061 -5.226 -2.794 0.0772 -0.6400 1.0663 -0.399
C 0.420 -4.859 -1.473 0.6597 2.6454 -0.8526 -0.567
C -0.099 -3.380 -1.366 -0.5816 -1.4489 0.4970 0.053
N -1.576 -3.439 -1.359 1.1981 0.7018 0.7982 -0.061
C -2.081 -2.205 -1.959 -2.1800 -1.7273 -0.8646 0.264
C -3.626 -2.420 -2.265 0.1674 0.8798 -0.2542 -0.881
O -3.847 -3.103 -3.510 0.4458 -0.1248 -0.4174 -0.424
C -5.237 -3.357 -3.791 0.6963 0.2974 1.0192 -0.726
H -0.183 -6.616 -4.077 -0.4446 -0.8043 0.0496 0.304
H -0.766 -7.093 -2.409 -0.2886 -0.0052 -0.1183 0.304
H 0.917 -7.208 -2.875 0.5649 0.4536 0.3988 0.307
H 1.509 -4.854 -1.431 0.1280 -0.2079 0.3546 0.533
H 0.034 -5.464 -0.653 -0.3490 -0.2609 -0.1939 -0.010
H 0.212 -2.733 -2.187 0.4799 -0.4010 -0.5126 0.406
H 0.309 -2.885 -0.485 -0.2105 -0.1120 0.4402 -0.347
H -1.837 -4.279 -1.855 -0.2666 0.2757 -0.4975 0.387
H -1.601 -2.044 -2.924 0.0476 0.3282 -0.1931 0.141
H -1.844 -1.361 -1.312 -0.4288 0.0548 -0.0114 -0.007
H -4.186 -1.487 -2.322 0.3293 0.5781 -0.0958 0.547
H -4.126 -2.922 -1.436 0.2193 -0.6438 0.1764 0.253
H -5.544 -3.957 -2.934 -0.8863 0.0149 -0.1315 0.300
H -5.460 -3.877 -4.722 0.9566 -0.3147 0.0338 0.267
H -5.797 -2.428 -3.906 -0.0887 0.2699 0.5327 0.277
C 3.663 0.601 3.714 -1.1436 0.2952 -0.0962 -0.946
O 2.497 -0.224 3.570 0.4414 -0.3297 0.6650 0.097
C 2.096 -0.921 4.764 -1.0528 -0.0252 -0.4123 -1.198
C 0.697 -1.578 4.508 1.4621 0.2085 0.5533 1.811
N 0.239 -2.291 5.709 -0.0515 1.1735 -0.2639 -0.261
C -1.186 -2.572 5.660 -0.3283 -0.5526 -0.2349 -0.333
C -1.550 -3.604 4.590 -0.4505 0.6541 0.0125 -0.660
O -1.404 -3.066 3.285 0.0442 -0.1901 -0.6812 0.150
C -1.451 -4.063 2.246 0.7326 0.1583 0.4806 -0.875
H 4.545 0.120 4.136 -0.0669 -0.3469 -0.2005 0.318
H 3.416 1.455 4.346 0.0031 0.1277 0.4278 0.257
H 3.842 1.041 2.733 0.3027 -0.3611 -0.0727 0.242
H 1.930 -0.248 5.605 0.2071 0.4653 0.0893 0.412
H 2.847 -1.634 5.104 0.1653 -0.2429 -0.2655 0.433
H 0.728 -2.226 3.633 0.0213 0.2470 -0.2034 -0.301
H 0.013 -0.745 4.346 -0.1565 -0.1171 -0.2449 -1.149
H 0.770 -3.142 5.832 -0.0469 -0.1518 0.0405 0.342
H -1.821 -1.697 5.522 0.4273 0.4932 -0.3678 -0.314
H -1.532 -2.900 6.640 0.1825 -0.5384 0.0428 0.480
H -2.607 -3.854 4.682 -0.0600 -0.6400 0.4130 0.344
H -0.869 -4.446 4.711 -0.2196 -0.4791 -0.0129 0.460
H -0.943 -3.665 1.367 -0.2998 0.1829 -0.0058 -0.017
H -2.443 -4.420 1.972 -0.2834 0.3423 0.1607 0.192
H -0.877 -4.934 2.562 0.1156 -0.2167 0.0965 0.397
```
Forces are in eV/Å.